Record 1
{
  "formula": "C27H41AsI2OPSSi2V",
  "method": "ωB97M-V with the def2-TZVPD basis set",
  "symbols": ["V", "I", "C", "I", "H", "H", "C", "P", "C", "C", "C", "C", "C", "C", "C", "C", "C", "C", "C", "C", "H", "H", "H", "H", "H", "H", "H", "H", "H", "H", "H", "H", "H", "C", "S", "O", "C", "C", "C", "C", "C", "C", "H", "H", "H", "H", "H", "H", "H", "H", "C", "Si", "C", "C", "As", "Si", "C", "C", "C", "H", "H", "H", "H", "H", "H", "H", "H", "H", "H", "H", "H", "H", "H", "H", "H", "H", "H"],
  "positions_angstrom": [[2.87730, 1.65682, 0.32623], [5.63337, 1.61018, 0.28769], [5.15193, 3.44281, 1.25835], [3.18881, 4.42639, 0.07306], [5.89702, 4.18266, 1.12712], [4.87176, 3.39700, 2.31524], [4.19468, -1.21732, 1.79692], [2.73473, -0.66108, 0.74221], [1.54033, -0.42772, 2.06686], [1.08022, -1.53600, 2.77460], [0.46593, -1.37274, 3.97344], [0.34920, -0.11059, 4.52228], [0.82759, 1.02710, 3.81860], [1.44878, 0.87064, 2.60508], [2.51754, -1.95464, -0.45646], [1.76216, -1.71891, -1.63697], [1.76615, -2.66156, -2.67710], [2.35684, -3.91357, -2.47797], [3.07061, -4.14757, -1.28514], [3.22776, -3.16482, -0.31077], [3.86722, -2.09761, 2.33537], [4.45600, -0.45772, 2.53717], [5.04682, -1.49840, 1.19818], [1.18709, -2.54252, 2.33550], [0.06165, -2.26185, 4.50210], [-0.12233, -0.00678, 5.52025], [0.76244, 2.03458, 4.21808], [1.94135, 1.71593, 2.03729], [1.25997, -0.77873, -1.73107], [1.26038, -2.42686, -3.62029], [2.25751, -4.70021, -3.21839], [3.53206, -5.11094, -1.09126], [3.82742, -3.32577, 0.60884], [-4.71604, -1.35811, 1.69908], [-3.28280, -1.42978, 0.54811], [-1.96692, -1.59591, 1.26402], [-3.71066, -3.00794, -0.19281], [-3.02859, -4.15787, 0.18262], [-3.48567, -5.36938, -0.30670], [-4.56430, -5.41159, -1.17310], [-5.18982, -4.24404, -1.56134], [-4.75335, -3.00180, -1.09988], [-5.61342, -1.76971, 1.19169], [-4.88112, -0.30337, 1.92246], [-4.41540, -1.86097, 2.61845], [-2.11092, -4.00569, 0.78556], [-3.03667, -6.31200, -0.06339], [-4.92354, -6.37446, -1.54889], [-6.13762, -4.23102, -2.12508], [-5.12251, -2.07305, -1.52059], [2.06625, 1.48351, -3.54086], [0.55732, 2.22425, -2.63897], [-0.91357, 1.16835, -3.25925], [0.39157, 3.97292, -3.20911], [0.51819, 1.63263, -0.33322], [-0.99468, 3.38332, 0.53843], [-0.42099, 5.12081, 0.43188], [-2.54003, 3.29828, -0.55731], [-1.61488, 2.98188, 2.19623], [2.54104, 2.26920, -4.13790], [1.70820, 0.66767, -4.19921], [2.79272, 1.08990, -2.81741], [-0.79072, 0.92407, -4.32111], [-1.81708, 1.80033, -3.14313], [-0.93222, 0.21509, -2.70663], [-0.01257, 3.86625, -4.24000], [1.33403, 4.51718, -3.23883], [-0.37045, 4.47523, -2.60481], [0.31146, 5.27531, -0.35796], [0.00509, 5.49035, 1.35980], [-1.31215, 5.76055, 0.25041], [-2.27193, 3.74577, -1.55011], [-3.32775, 3.85255, -0.06848], [-2.85170, 2.26857, -0.70924], [-2.38568, 2.20562, 2.26352], [-2.14534, 3.88023, 2.54794], [-0.88506, 2.66665, 2.95010]],
  "forces_ev_per_a": [[-0.197, 0.733, -0.790], [0.435, 0.774, 0.406], [-1.745, 0.607, -0.604], [1.953, -0.854, 1.290], [0.701, 0.561, -0.471], [-0.229, -0.443, -0.478], [-1.056, -0.109, -0.256], [1.262, 0.343, 0.751], [0.371, -0.695, 0.506], [0.274, -0.315, -1.706], [-0.943, -0.674, 1.507], [-0.212, 1.085, 0.297], [-0.081, -0.053, 0.904], [0.740, -1.241, -0.985], [-0.341, -0.890, -0.912], [1.192, -0.824, 0.300], [-0.327, 0.095, 0.456], [0.288, 0.460, 0.895], [0.078, -0.108, -0.204], [-0.648, 0.351, 0.218], [0.018, -0.237, 0.282], [-0.102, 0.021, -0.237], [0.348, 0.115, -0.235], [-0.043, 0.595, 0.224], [0.362, 0.813, -0.312], [0.351, 0.142, -0.850], [-0.115, -0.260, 0.299], [-0.981, -0.254, 1.317], [-0.317, 0.344, -0.165], [0.117, -0.147, 0.446], [0.125, 0.139, 0.047], [-0.041, 0.043, -0.256], [-0.484, -0.174, -0.957], [0.323, 0.119, -0.174], [0.603, 0.212, -0.485], [-1.077, -0.036, 0.125], [0.262, 0.390, 0.312], [0.531, 0.547, 0.243], [0.140, -0.077, -0.280], [-0.466, -0.359, -0.112], [-1.282, 0.870, -0.232], [0.453, -0.807, -0.200], [0.687, 0.096, 0.470], [0.034, -0.031, -0.030], [-0.282, -0.295, -0.096], [-0.822, -0.416, -0.168], [0.445, -0.154, 0.271], [0.101, 0.373, 0.194], [0.811, -0.354, -0.130], [-0.338, -0.041, 0.324], [-0.237, 0.011, 0.345], [-0.231, -1.611, 0.025], [0.323, 0.737, -0.116], [-0.738, -0.052, -0.385], [-1.195, 1.047, -0.443], [-0.172, -1.673, -1.687], [-0.120, 1.078, 0.183], [1.327, 0.069, -0.791], [-0.530, -0.311, 1.733], [0.067, -0.248, -0.009], [0.405, 0.377, 0.326], [0.079, -0.097, -0.326], [-0.094, 0.169, 0.038], [0.131, -0.809, 0.083], [-0.374, 0.503, -0.035], [0.299, 0.327, 0.445], [-0.085, 0.138, 0.063], [0.236, 0.267, -0.192], [-0.116, 0.140, -0.185], [0.236, -0.011, 0.205], [0.516, -0.300, -0.107], [-0.584, -0.289, 0.734], [-0.338, 0.301, -0.036], [-0.099, -0.097, -0.046], [0.171, -0.088, -0.545], [0.294, -0.003, 0.135], [-0.052, 0.443, -0.172]],
  "lowdin_spin": [2.85, 0.02, 0.02, 0.03, 0.00, 0.00, 0.00, 0.02, 0.01, 0.00, 0.00, 0.00, 0.00, 0.00, 0.00, 0.00, 0.00, 0.00, 0.00, 0.00, 0.00, 0.00, 0.00, 0.00, 0.00, 0.00, 0.00, 0.01, 0.00, 0.00, 0.00, 0.00, 0.00, 0.00, 0.00, 0.00, 0.00, 0.00, 0.00, 0.00, 0.00, 0.00, 0.00, 0.00, 0.00, 0.00, 0.00, 0.00, 0.00, 0.00, 0.00, 0.01, 0.00, 0.00, 0.01, 0.01, 0.00, 0.00, 0.00, 0.00, 0.00, 0.00, 0.00, 0.00, 0.00, 0.00, 0.00, 0.00, 0.00, 0.00, 0.00, 0.00, 0.00, 0.00, 0.00, 0.00, 0.00],
  "lumo_ev": [-4.723, -4.729],
  "charge": 1,
  "orbital_gap_ev": [4.577, 4.717],
  "multiplicity": 4
}

---

Record 2
{
  "formula": "C3H9NO3",
  "method": "ωB97M-V with the def2-TZVPD basis set",
  "symbols": ["C", "C", "O", "N", "C", "O", "H", "H", "H", "H", "H", "H", "H", "O", "H", "H"],
  "positions_angstrom": [[-0.13030, -0.03214, -2.60351], [0.85908, -0.59896, -1.60866], [1.92537, -1.05225, -2.00468], [0.68005, -0.62567, -0.22045], [-0.56515, -0.19976, 0.39773], [-1.68121, -0.86130, -0.17933], [-1.05211, -0.61946, -2.58260], [0.33535, -0.12987, -3.58202], [-0.44920, 0.98810, -2.42938], [1.48375, -1.01457, 0.22088], [-0.79059, 0.86906, 0.34609], [-0.50162, -0.55636, 1.42527], [-1.39547, -1.65678, -0.60778], [0.24418, 1.81286, 4.18517], [1.06801, 1.35835, 4.29313], [-0.03014, 2.31875, 4.95016]],
  "forces_ev_per_a": [[-0.412, -0.615, 0.232], [1.746, -0.064, 0.687], [-0.447, 0.064, -0.269], [-1.831, 1.198, -2.322], [0.332, -1.422, 0.453], [-0.528, 0.921, 0.071], [0.101, 0.031, -0.099], [-0.018, 0.101, 0.112], [0.192, 0.262, 0.269], [0.107, -0.191, 0.728], [0.316, -0.115, -0.050], [0.101, 0.578, 0.302], [0.336, -0.736, -0.094], [-1.066, 0.194, -1.000], [0.547, -0.018, 0.682], [0.523, -0.188, 0.299]],
  "nbo_charge": [-0.72, 0.67, -0.62, -0.66, 0.09, -0.72, 0.24, 0.25, 0.24, 0.42, 0.18, 0.17, 0.47, -0.96, 0.48, 0.48],
  "lumo_ev": 0.653,
  "orbital_gap_ev": 10.399,
  "smiles": "CC(=O)NCO.O",
  "multiplicity": 1
}

---

Record 3
{
  "formula": "C9H10N2O3",
  "method": "ωB97M-V with the def2-TZVPD basis set",
  "symbols": ["C", "C", "C", "C", "C", "C", "C", "C", "C", "N", "N", "O", "O", "O", "H", "H", "H", "H", "H", "H", "H", "H", "H", "H"],
  "positions_angstrom": [[-3.41952, 0.19523, -0.07331], [-3.17196, 1.53984, -0.28588], [-2.35060, -0.66771, 0.10488], [-1.88130, 2.01378, -0.32212], [-1.04230, -0.21260, 0.06375], [-0.78476, 1.15544, -0.13820], [0.05286, -1.30518, 0.18921], [1.40964, -0.82651, 0.43944], [3.52086, -0.19758, -0.33929], [0.50547, 1.58067, -0.17489], [1.01669, 2.74747, 0.07536], [0.31639, 3.73446, 0.25395], [2.24914, 2.76217, 0.12218], [2.30151, -0.92155, -0.47680], [-4.43014, -0.18116, -0.03676], [-3.99270, 2.22864, -0.41196], [-2.54508, -1.71753, 0.27888], [-1.68178, 3.06126, -0.47799], [-0.27244, -1.93976, 1.01718], [0.04682, -1.88484, -0.73736], [1.64072, -0.32035, 1.37258], [4.10838, -0.58440, 0.49642], [3.28895, 0.86624, -0.18577], [4.06453, -0.33300, -1.27138]],
  "forces_ev_per_a": [[-0.014, -0.206, 0.072], [-0.074, -0.029, -0.001], [-0.152, 0.035, -0.043], [-0.031, 0.062, 0.012], [0.198, 0.106, 0.114], [-0.704, 1.000, 0.128], [-0.351, -0.135, -0.431], [-0.099, 2.095, -1.249], [1.023, 0.854, 0.234], [1.572, -3.300, 0.004], [-0.620, -0.264, 0.057], [-0.215, 0.747, 0.114], [0.820, 0.566, 0.109], [-1.444, -0.785, 0.745], [-0.079, -0.052, 0.013], [-0.110, 0.076, -0.047], [0.019, -0.109, -0.002], [0.006, -0.008, 0.011], [0.186, -0.076, 0.035], [0.111, -0.073, 0.098], [0.336, -0.114, 0.080], [-0.135, -0.080, -0.074], [-0.134, -0.225, -0.074], [-0.110, -0.084, 0.095]],
  "nbo_charge": [-0.25, -0.19, -0.20, -0.26, -0.07, 0.22, -0.54, 0.54, -0.30, -0.48, 0.62, -0.47, -0.51, -0.39, 0.21, 0.21, 0.20, 0.25, 0.26, 0.25, 0.21, 0.19, 0.27, 0.21],
  "lumo_ev": -1.309,
  "orbital_gap_ev": 6.406,
  "multiplicity": 1
}

---

Record 4
{
  "formula": "H4N2O2",
  "method": "ωB97M-V with the def2-TZVPD basis set",
  "symbols": ["N", "N", "O", "O", "H", "H", "H", "H"],
  "positions_angstrom": [[1.86120, 0.13550, -0.17440], [-1.82211, -0.12494, -0.20062], [0.69145, -0.48570, -0.06835], [-0.69410, 0.49560, -0.01350], [2.25269, 0.70835, 0.57590], [1.78765, 0.56902, -1.18912], [-2.27326, -0.69754, 0.47643], [-2.11173, -0.52914, -1.05700]],
  "forces_ev_per_a": [[-1.338, 0.998, -4.211], [-0.536, -0.136, 0.113], [-0.305, -1.339, 1.292], [0.414, 0.775, -0.061], [-0.836, -0.016, -0.032], [1.216, -0.438, 2.935], [0.583, -0.099, 1.751], [0.801, 0.255, -1.786]],
  "nbo_charge": [-0.46, -0.44, -0.25, -0.22, 0.35, 0.35, 0.33, 0.33],
  "lumo_ev": [0.954, 0.950],
  "orbital_gap_ev": [9.286, 9.281],
  "multiplicity": 1
}

---

Record 5
{
  "formula": "C4H4N2O",
  "method": "ωB97M-V with the def2-TZVPD basis set",
  "symbols": ["C", "C", "N", "C", "O", "C", "N", "H", "H", "H", "H"],
  "positions_angstrom": [[1.68931, -0.53916, -0.02178], [0.26367, -0.30754, 0.09842], [-0.70376, -1.09388, 0.00727], [-1.84349, -0.28628, 0.07014], [-2.98536, -0.60370, -0.00296], [-1.17625, 1.24217, -0.02554], [0.08766, 1.15587, 0.05358], [1.94347, -1.61562, -0.51660], [2.22656, 0.25904, -0.68142], [2.11435, -0.41013, 1.12363], [-1.61615, 2.19924, -0.10474]],
  "forces_ev_per_a": [[3.446, -2.150, 0.360], [2.515, 1.718, -1.471], [-0.785, -1.086, 0.941], [-0.021, 1.948, -1.355], [0.195, 0.181, 0.383], [0.200, -1.338, 0.713], [-2.041, -0.642, 0.379], [-0.543, 2.470, 1.693], [-1.258, -1.297, 1.403], [-0.704, -0.518, -2.933], [-1.005, 0.714, -0.112]],
  "nbo_charge": [-0.68, 0.45, -0.51, 0.63, -0.46, 0.05, -0.45, 0.25, 0.26, 0.26, 0.20],
  "lumo_ev": -1.027,
  "orbital_gap_ev": 9.377,
  "smiles": "CC1=NC(=O)C=N1",
  "multiplicity": 1
}

---

Record 6
{
  "formula": "C6H11N2O",
  "method": "ωB97M-V with the def2-TZVPD basis set",
  "symbols": ["C", "C", "C", "N", "C", "N", "C", "C", "O", "H", "H", "H", "H", "H", "H", "H", "H", "H", "H", "H"],
  "positions_angstrom": [[-0.32002, 1.59107, -0.71828], [-1.01782, 0.29367, -0.32359], [-0.94069, -0.70586, -1.57867], [0.17719, -1.11104, -2.06259], [1.25278, -0.93359, -1.28651], [1.38080, -0.84428, -0.00648], [-0.27187, -0.50787, 0.71303], [0.22906, 0.17796, 2.03010], [-0.81526, -1.73075, 0.92279], [-0.15846, 2.21322, 0.27314], [-1.05252, 2.27937, -1.40392], [0.56954, 1.55578, -1.34045], [-2.03438, 0.48231, -0.00368], [-1.87277, -0.76115, -2.25514], [2.23306, -0.61825, -1.86150], [2.23198, -0.42349, 0.39842], [1.10292, 0.80332, 1.65987], [0.44161, -0.49890, 2.80733], [-0.61885, 0.87506, 2.28987], [-0.51629, -2.13659, 1.74626]],
  "forces_ev_per_a": [[-2.181, 3.628, 0.403], [1.775, -2.136, -1.863], [-1.832, 2.225, -1.217], [-1.523, -0.926, 0.965], [4.966, 2.252, -0.874], [-3.005, 0.335, -0.123], [2.406, -0.947, 2.965], [-1.220, 2.602, -3.445], [-0.485, 0.479, -0.724], [-0.077, -1.064, -2.193], [1.523, -1.752, 1.816], [0.245, -0.438, 0.409], [-0.169, -0.256, 0.092], [1.455, -0.387, 1.235], [-1.921, -1.115, 0.703], [-0.516, -0.642, -0.468], [-1.008, -0.553, 1.304], [0.453, -0.799, 0.799], [1.038, -0.605, 0.265], [0.076, 0.101, -0.049]],
  "nbo_charge": [-0.64, -0.39, 0.29, -0.45, 0.39, -0.57, 0.57, -0.66, -0.67, 0.25, 0.26, 0.23, 0.29, 0.24, 0.22, 0.43, 0.23, 0.24, 0.25, 0.51],
  "lumo_ev": -4.999,
  "charge": 1,
  "orbital_gap_ev": 9.970,
  "smiles": "C[C@H]1C=NC=[NH+][C@]1(C)O",
  "multiplicity": 1
}

---

no.,calculated total energy (eV)
1,-169310.696
2,-10889.302
3,-18612.002
4,-7133.798
5,-9238.454
6,-11419.032